Here is one molecule with the formula C4H8O2 from OMol25. Energies are from wB97M-V/def2-TZVPD.

Last columns: bonded neighbours and bond lengths (Å).
Atoms and positions in Å:
1 C 0.759 -1.881 -0.285  C2 1.508, H7 1.097, H8 1.091, H9 1.093
2 C 0.092 -0.580 -0.656  C1 1.508, O3 1.212, C4 1.535
3 O -0.420 -0.391 -1.737  C2 1.212
4 C 0.053 0.488 0.445  C2 1.535, C5 1.516, O6 1.424, H10 1.097
5 C -0.387 1.841 -0.078  C4 1.516, H11 1.094, H12 1.093, H13 1.095
6 O -0.786 -0.002 1.486  C4 1.424, H14 0.967
7 H 1.844 -1.762 -0.386  C1 1.097
8 H 0.431 -2.674 -0.958  C1 1.091
9 H 0.546 -2.138 0.755  C1 1.093
10 H 1.046 0.559 0.905  C4 1.097
11 H 0.345 2.238 -0.788  C5 1.094
12 H -0.492 2.543 0.754  C5 1.093
13 H -1.340 1.755 -0.609  C5 1.095
14 H -1.693 0.004 1.152  O6 0.967

The total charge is 0. For the HOMO energy, the calculation gives -9.58 eV. As for the spin multiplicity: 1. The frontier orbital gap is 10.423 eV. The calculation puts the total energy at -307.68233 hartree. For the energy relative to the best compared isomer or geometry (same formula, charge and spin), the calculation gives 18.9 kcal per mole.